Entry 1:
# C40H57N6O4SiW

A structure of composition C40H57N6O4SiW (ωB97M-V/def2-TZVPD, the Open Molecules 2025 dataset).

2S+1   3
Highest occupied orbital energy (spin up / spin down)   -10.304 / -10.553 eV
Expectation value of S²   2.02
Calculated total energy   -2544.221742 hartree
ΔE to the lowest compared entry with this formula, charge and spin   0.00 kcal/mol
Orbital gap (spin up / spin down)   0.2391 / 0.2497 hartree
Total charge   +1
Lowest unoccupied orbital energy (spin up / spin down)   -3.8 / -3.8 eV

Atoms and positions in Å:
W (0.5426, -0.9375, -0.0593)
C (-3.8500, 0.0159, 6.6500)
O (-3.7862, 1.0802, 5.7454)
C (-2.6253, 1.7759, 5.6316)
C (-2.6538, 2.9719, 4.8910)
C (-1.5439, 3.7401, 4.7221)
C (-0.2906, 3.3942, 5.2530)
C (-0.2126, 2.2261, 5.9408)
C (-1.3788, 1.4309, 6.1579)
N (0.8203, 4.2452, 5.0899)
N (1.8346, 3.9216, 4.4780)
C (1.7999, 2.6713, 3.6584)
C (2.5953, 1.5843, 4.0373)
C (2.5967, 0.3863, 3.3256)
C (1.9267, 0.2892, 2.1321)
O (1.7638, -0.8734, 1.4257)
C (1.2252, 1.4508, 1.6640)
N (0.5979, 1.2528, 0.4507)
C (-0.1032, 2.2789, -0.0244)
C (-0.3237, 3.4705, 0.6881)
C (0.2280, 3.6607, 1.9198)
C (1.0640, 2.6176, 2.4406)
H (-4.8864, -0.2379, 6.8103)
H (-3.4380, 0.2594, 7.6466)
H (-3.3453, -0.8326, 6.2664)
H (-3.5623, 3.3060, 4.3937)
H (-1.6497, 4.6437, 4.1448)
H (0.7717, 1.9389, 6.3019)
H (-1.2924, 0.5102, 6.7246)
H (3.1576, 1.6751, 4.9569)
H (3.1293, -0.5043, 3.6355)
H (-0.6231, 2.1336, -0.9685)
H (-0.8358, 4.2776, 0.1995)
H (0.0163, 4.5446, 2.5150)
C (-3.6555, -3.5400, -1.3781)
N (-2.4100, -2.8538, -1.5280)
C (-1.2774, -3.7509, -1.7324)
C (-2.2711, -1.5193, -1.5862)
N (-1.1386, -0.8703, -1.2199)
N (-3.3332, -0.7881, -2.0517)
C (-3.4925, 0.5750, -1.6036)
C (-4.1465, -1.3025, -3.1414)
H (-3.5491, -4.2718, -0.5689)
H (-3.9401, -4.0191, -2.2904)
H (-4.4183, -2.8446, -1.0695)
H (-1.3816, -4.2142, -2.7176)
H (-1.2405, -4.5070, -0.9504)
H (-0.2972, -3.2369, -1.6560)
H (-1.1783, 0.0211, -1.6876)
H (-2.8653, 0.7271, -0.7099)
H (-4.4742, 0.7635, -1.2154)
H (-3.2225, 1.3157, -2.3600)
H (-3.5825, -2.0389, -3.7583)
H (-4.3032, -0.4825, -3.8354)
H (-5.0875, -1.7329, -2.7601)
O (-1.4626, -4.1424, 1.6303)
C (-1.1540, -3.0210, 1.3296)
O (-0.0389, -2.7108, 0.6498)
C (-1.9381, -1.7971, 1.7237)
C (-1.3235, -0.6175, 2.1556)
C (-2.0643, 0.5570, 2.2440)
C (-3.4549, 0.5244, 2.0843)
C (-4.0959, -0.6616, 1.8006)
C (-3.3521, -1.8404, 1.5895)
H (-0.2266, -0.6553, 2.4011)
H (-1.6035, 1.4923, 2.5218)
H (-3.9825, 1.4586, 2.2088)
H (-5.1943, -0.7457, 1.6775)
H (-3.8979, -2.7644, 1.3103)
C (0.7929, -2.1179, -3.9614)
C (2.1290, -2.0329, -3.2198)
C (2.3148, -3.2350, -2.2864)
C (3.2008, -2.1651, -4.3243)
Si (2.2047, -0.4152, -2.2058)
C (1.6006, 1.0305, -3.3474)
C (1.9096, 2.4022, -2.7569)
C (0.0798, 1.0612, -3.5885)
C (2.3033, 1.0586, -4.7397)
C (3.9623, 0.0413, -1.5244)
C (3.9286, 1.1926, -0.5303)
C (4.9402, 0.4706, -2.6352)
C (4.6544, -1.1293, -0.8281)
H (0.7788, -3.1316, -4.4043)
H (0.7407, -1.3231, -4.7656)
H (-0.1310, -2.0124, -3.3800)
H (2.0256, -4.0772, -2.9103)
H (1.7064, -3.2647, -1.3604)
H (3.3823, -3.3554, -2.0500)
H (2.9638, -2.9866, -5.0163)
H (4.2092, -2.3592, -3.9198)
H (3.2058, -1.2521, -4.9034)
H (1.6044, 2.5102, -1.7234)
H (1.4357, 3.1840, -3.3566)
H (2.9926, 2.5707, -2.8299)
H (-0.4533, 1.3060, -2.6724)
H (-0.3523, 0.1077, -3.9035)
H (-0.2091, 1.7591, -4.3693)
H (3.3965, 0.9361, -4.6699)
H (2.0583, 2.0568, -5.1444)
H (1.9700, 0.3030, -5.4449)
H (3.4606, 2.1082, -1.0123)
H (4.9767, 1.5028, -0.2738)
H (3.3827, 0.9592, 0.4376)
H (4.7216, 1.4510, -3.0630)
H (4.9866, -0.2381, -3.4447)
H (5.9429, 0.4721, -2.1892)
H (4.0612, -1.6349, -0.0563)
H (5.5687, -0.7865, -0.3685)
H (4.9394, -1.8405, -1.6086)


Entry 2:
# C40H58B2N9O3

A cluster of 9 separate species, C40H58B2N9O3 in total (ωB97M-V/def2-TZVPD, the Open Molecules 2025 dataset).

2S+1   1
Highest occupied orbital energy   -3.123 eV
Calculated total energy   -2327.166108 hartree
Orbital gap   0.1641 hartree
Total charge   -1
Lowest unoccupied orbital energy   1.3 eV

Atoms and positions in Å:
C (-7.5685, -5.3743, 0.4038)
C (-6.2700, -5.4959, 0.7447)
B (-5.4545, -4.1068, 1.2219)
B (-5.7114, -3.8803, 2.8783)
C (-4.5858, -4.1942, 3.9759)
O (-6.9823, -3.3835, 3.3253)
O (-6.0804, -2.9869, 0.4260)
C (-5.2827, -2.6802, -0.6630)
C (-5.5174, -3.5649, -1.9166)
C (-3.8448, -2.9324, -0.1252)
N (-3.1493, -1.8503, 0.5609)
C (-3.7628, -0.5383, 0.5028)
C (-2.8623, 0.5435, 1.0881)
O (-4.0516, -4.0351, 0.7276)
H (-8.2384, -4.9347, 1.1355)
H (-7.9569, -5.6353, -0.5796)
H (-5.7620, -6.4659, 0.6660)
H (-3.9993, -3.2749, 4.0934)
H (-3.8999, -4.9594, 3.6150)
H (-5.0170, -4.4439, 4.9516)
H (-7.5023, -4.1692, 3.5531)
H (-5.5626, -1.6832, -1.0147)
H (-5.7091, -4.5993, -1.6521)
H (-4.6340, -3.4950, -2.5582)
H (-6.3464, -3.1205, -2.4649)
H (-3.1642, -3.3763, -0.8664)
H (-2.8733, -2.1158, 1.4964)
H (-4.7684, -0.4949, 0.9414)
H (-3.9003, -0.2804, -0.5501)
H (-2.0118, 0.7429, 0.4423)
H (-3.4709, 1.4483, 1.1351)
H (-2.5473, 0.2820, 2.0988)
N (-5.1636, -6.7977, -3.3756)
C (-5.1239, -6.7882, -4.7414)
C (-6.2187, -7.4735, -5.2000)
C (-6.9497, -7.9074, -4.0617)
C (-6.2729, -7.4713, -2.9523)
H (-4.4834, -6.3698, -2.7716)
H (-4.3234, -6.2969, -5.2680)
H (-6.4685, -7.6421, -6.2348)
H (-7.8673, -8.4723, -4.0571)
H (-6.4845, -7.5812, -1.9015)
N (1.3464, 2.1004, -0.4283)
C (1.3063, 3.4292, -0.7634)
C (0.6059, 4.0877, 0.2132)
C (0.2133, 3.1208, 1.1760)
C (0.6861, 1.9080, 0.7536)
H (1.7902, 1.3775, -0.9659)
H (1.7776, 3.7897, -1.6638)
H (0.3996, 5.1453, 0.2356)
H (-0.3519, 3.2961, 2.0760)
H (0.6081, 0.9268, 1.1898)
N (6.8836, 2.0822, -1.5417)
C (5.7016, 2.6520, -1.9378)
C (4.7212, 2.2113, -1.0900)
C (5.3334, 1.3461, -0.1438)
C (6.6663, 1.2878, -0.4464)
H (7.7739, 2.2200, -1.9851)
H (5.6609, 3.3171, -2.7850)
H (3.6841, 2.4802, -1.1405)
H (4.8489, 0.8274, 0.6667)
H (7.4730, 0.7515, 0.0215)
N (9.8170, -0.5820, 1.1593)
C (9.8086, -0.1387, 2.4544)
C (10.2523, -1.1606, 3.2495)
C (10.5440, -2.2621, 2.4006)
C (10.2674, -1.8737, 1.1177)
H (9.5366, -0.0428, 0.3620)
H (9.4877, 0.8602, 2.6962)
H (10.3568, -1.1235, 4.3209)
H (10.9144, -3.2287, 2.6988)
H (10.3504, -2.4019, 0.1833)
N (3.5174, 5.1444, 5.5688)
C (3.5172, 5.3002, 4.2080)
C (2.3993, 4.6826, 3.7142)
C (1.6948, 4.1366, 4.8205)
C (2.4076, 4.4395, 5.9497)
H (4.2225, 5.4929, 6.1910)
H (4.3099, 5.8336, 3.7115)
H (2.1156, 4.6272, 2.6762)
H (0.7702, 3.5845, 4.7897)
H (2.2228, 4.2148, 6.9863)
N (-0.2053, 3.0148, -3.7950)
C (0.6808, 2.1099, -4.3093)
C (0.3695, 1.9173, -5.6297)
C (-0.7473, 2.7433, -5.9235)
C (-1.0759, 3.4086, -4.7715)
H (-0.2144, 3.3401, -2.8424)
H (1.4539, 1.6803, -3.6946)
H (0.8846, 1.2581, -6.3085)
H (-1.2514, 2.8378, -6.8708)
H (-1.8525, 4.1246, -4.5637)
N (-7.5798, 1.7676, 3.7974)
C (-6.5610, 1.9028, 4.7020)
C (-5.9001, 0.7031, 4.7678)
C (-6.5417, -0.1894, 3.8657)
C (-7.5702, 0.4960, 3.2816)
H (-8.2322, 2.4872, 3.5493)
H (-6.3962, 2.8344, 5.2172)
H (-5.0490, 0.4879, 5.3930)
H (-6.2814, -1.2141, 3.6668)
H (-8.2937, 0.1894, 2.5458)
N (8.6061, 4.4779, -3.1073)
C (8.5939, 3.9187, -4.3580)
C (9.5085, 4.5887, -5.1249)
C (10.0976, 5.5884, -4.3049)
C (9.5219, 5.4935, -3.0664)
H (8.0294, 4.1926, -2.3362)
H (7.9371, 3.0973, -4.5930)
H (9.7311, 4.3854, -6.1589)
H (10.8572, 6.2959, -4.5923)
H (9.6829, 6.0580, -2.1640)


Entry 3:
# C40H60O30

A cluster of 10 separate species, C40H60O30 in total (ωB97M-V/def2-TZVPD, the Open Molecules 2025 dataset).

SMILES string   C[C@H]1COC(=O)O1.C[C@H]1COC(=O)O1.C[C@H]1COC(=O)O1.C[C@H]1COC(=O)O1.C[C@H]1COC(=O)O1.C[C@H]1COC(=O)O1.C[C@H]1COC(=O)O1.C[C@H]1COC(=O)O1.C[C@H]1COC(=O)O1.C[C@H]1COC(=O)O1
2S+1   1
Highest occupied orbital energy   -10.575 eV
Calculated total energy   -3817.446323 hartree
ΔE to the lowest compared entry with this formula, charge and spin   86.35 kcal/mol
Orbital gap   0.3785 hartree
Lowest unoccupied orbital energy   -0.3 eV

Atoms and positions in Å:
C (5.5445, 8.2282, -29.1251)
C (4.9707, 8.2194, -30.5367)
C (3.4554, 8.4906, -30.5778)
O (3.3667, 9.5567, -31.5415)
C (4.5679, 10.1588, -31.6250)
O (4.6655, 11.2120, -32.1826)
O (5.5467, 9.4489, -31.0557)
H (5.1350, 9.0724, -28.5646)
H (6.6120, 8.4340, -29.1814)
H (5.3472, 7.3328, -28.5328)
H (5.2302, 7.2905, -31.0450)
H (3.1705, 8.8754, -29.5971)
H (2.8445, 7.6588, -30.9126)
C (-0.4617, 6.6401, -35.9011)
C (-0.0459, 6.6813, -37.3601)
C (0.9851, 5.5962, -37.8020)
O (0.3032, 4.8557, -38.8154)
C (-0.9259, 5.3212, -38.9875)
O (-1.6704, 4.9122, -39.8526)
O (-1.2133, 6.2258, -38.0918)
H (-1.4733, 6.9186, -35.6160)
H (0.2056, 7.2692, -35.3075)
H (-0.3496, 5.5916, -35.6131)
H (0.0827, 7.6805, -37.7823)
H (1.2521, 4.9459, -36.9696)
H (1.8661, 5.9948, -38.3040)
C (1.2370, 12.8778, -31.8701)
C (0.4716, 12.2078, -32.9892)
C (0.7046, 12.6416, -34.4119)
O (1.0570, 11.4036, -35.1271)
C (1.1470, 10.4120, -34.2555)
O (1.4053, 9.2690, -34.5267)
O (0.8928, 10.8338, -33.0141)
H (0.9680, 12.2844, -30.9903)
H (0.9581, 13.9077, -31.6418)
H (2.3270, 12.8669, -31.9044)
H (-0.5943, 12.2908, -32.7626)
H (1.5895, 13.2070, -34.7034)
H (-0.2035, 13.0261, -34.8717)
C (4.1747, 13.1434, -29.2496)
C (4.6820, 12.9767, -27.8066)
C (6.1788, 13.2353, -27.5315)
O (6.1271, 14.0580, -26.3803)
C (4.8468, 14.4475, -26.1029)
O (4.5272, 15.2016, -25.2483)
O (4.0296, 13.9903, -27.0515)
H (4.2056, 14.1946, -29.5528)
H (3.1034, 12.9955, -29.4062)
H (4.7378, 12.5729, -29.9871)
H (4.4468, 11.9613, -27.4822)
H (6.6626, 13.6355, -28.4195)
H (6.5277, 12.2513, -27.2234)
C (3.0630, 18.0305, -34.6893)
C (2.8967, 17.6163, -33.2516)
C (2.3525, 16.1873, -33.0444)
O (3.1483, 15.5881, -32.0518)
C (4.2199, 16.3811, -31.8082)
O (5.0413, 16.2824, -30.9595)
O (4.2089, 17.4354, -32.6634)
H (3.8633, 18.7769, -34.7455)
H (2.1725, 18.4733, -35.1277)
H (3.5445, 17.2344, -35.2586)
H (2.4737, 18.3433, -32.5569)
H (2.1266, 15.6237, -33.9485)
H (1.3204, 16.3901, -32.7237)
C (4.8838, 10.4319, -36.7481)
C (5.1284, 9.9136, -35.3584)
C (4.6988, 8.4531, -35.0442)
O (5.9073, 7.8152, -34.7547)
C (6.9117, 8.6867, -34.6129)
O (7.9823, 8.4221, -34.1746)
O (6.4728, 9.9580, -34.8966)
H (5.1236, 11.4955, -36.8254)
H (3.8412, 10.2455, -37.0172)
H (5.4355, 10.0645, -37.6243)
H (4.5991, 10.7036, -34.8144)
H (4.1394, 8.0699, -35.8950)
H (4.1263, 8.4802, -34.1131)
C (-2.0629, 18.1831, -33.1996)
C (-2.8223, 16.8479, -33.1902)
C (-4.1927, 16.7034, -33.9428)
O (-4.0543, 15.3749, -34.4396)
C (-2.7689, 14.9898, -34.5084)
O (-2.3515, 14.0961, -35.1832)
O (-2.0504, 15.9547, -33.9449)
H (-2.3394, 18.8463, -32.3813)
H (-2.2317, 18.6836, -34.1507)
H (-1.0222, 17.9097, -33.0313)
H (-2.9056, 16.4586, -32.1700)
H (-4.2383, 17.3648, -34.8105)
H (-5.0565, 16.7896, -33.2920)
C (-0.3887, 19.5888, -37.0753)
C (-0.7138, 18.1871, -37.5628)
C (0.2448, 17.6033, -38.5803)
O (1.0478, 16.7037, -37.7768)
C (0.4933, 16.4875, -36.5971)
O (0.7732, 15.6959, -35.7439)
O (-0.5921, 17.2879, -36.4642)
H (0.4781, 19.8589, -36.4804)
H (-1.2677, 20.0985, -36.6721)
H (-0.3505, 20.1519, -38.0222)
H (-1.7529, 18.1750, -37.8930)
H (0.9373, 18.3210, -39.0131)
H (-0.2119, 16.9773, -39.3451)
C (-3.2665, 13.5879, -30.6786)
C (-3.0554, 12.5640, -29.5317)
C (-1.6191, 12.3917, -29.0051)
O (-1.7197, 12.6904, -27.6212)
C (-2.9921, 13.1123, -27.3311)
O (-3.3120, 13.4899, -26.2488)
O (-3.7782, 13.0995, -28.3968)
H (-3.4273, 13.0186, -31.5936)
H (-2.4004, 14.2487, -30.7399)
H (-4.1087, 14.2575, -30.5168)
H (-3.3807, 11.5353, -29.6833)
H (-0.9974, 13.1266, -29.5227)
H (-1.2839, 11.3953, -29.2880)
C (1.2784, 13.2104, -38.0736)
C (1.7625, 12.0236, -38.9010)
C (0.6148, 11.2147, -39.5030)
O (0.8362, 11.2585, -40.8795)
C (2.0674, 11.7999, -41.1471)
O (2.5600, 11.8236, -42.2237)
O (2.4570, 12.4917, -40.0743)
H (0.4932, 12.8936, -37.3888)
H (0.9344, 14.0709, -38.6450)
H (2.1469, 13.5418, -37.5001)
H (2.5755, 11.4920, -38.4041)
H (-0.3290, 11.6663, -39.1837)
H (0.5267, 10.1963, -39.1084)


Entry 4:
# C40H61CrN3OP3Si

A structure of composition C40H61CrN3OP3Si (ωB97M-V/def2-TZVPD, the Open Molecules 2025 dataset).

2S+1   4
Highest occupied orbital energy (spin up / spin down)   -13.275 / -12.673 eV
Expectation value of S²   3.95
Calculated total energy   -4158.000947 hartree
Orbital gap (spin up / spin down)   0.3054 / 0.2926 hartree
Total charge   +2
Lowest unoccupied orbital energy (spin up / spin down)   -5.0 / -4.7 eV

Atoms and positions in Å:
Cr (-0.0240, -0.5571, 0.0914)
C (2.5871, 0.5860, 4.0299)
C (1.6900, 1.3903, 3.0845)
C (1.3548, 2.7400, 3.7229)
P (0.1733, 0.4786, 2.4590)
C (-0.3491, -0.8117, 3.6835)
C (0.5870, -2.0291, 3.6245)
C (-0.5721, -0.3821, 5.1445)
C (-1.1145, 1.7742, 2.4139)
C (-1.9049, 2.1588, 3.4949)
C (-2.7875, 3.2215, 3.3707)
C (-2.8750, 3.9264, 2.1775)
C (-2.0829, 3.5551, 1.1014)
C (-1.1994, 2.4794, 1.2053)
Si (-0.1523, 1.8918, -0.2335)
C (1.5807, 2.6021, -0.1796)
C (1.8569, 3.9241, 0.1700)
C (3.1638, 4.3889, 0.2024)
C (4.2124, 3.5359, -0.1174)
C (3.9572, 2.2184, -0.4678)
C (2.6447, 1.7482, -0.4980)
P (2.2035, 0.0294, -0.8984)
C (3.6296, -0.9748, -0.2881)
C (3.5695, -2.4258, -0.7555)
C (3.7314, -0.9000, 1.2276)
C (2.3428, -0.1308, -2.7418)
C (1.3747, 0.8057, -3.4550)
C (3.7645, 0.0825, -3.2608)
C (-1.0285, 2.3956, -1.8084)
C (-0.8202, 3.5994, -2.4776)
C (-1.5223, 3.8887, -3.6393)
C (-2.4401, 2.9760, -4.1409)
C (-2.6635, 1.7753, -3.4817)
C (-1.9586, 1.4820, -2.3169)
P (-2.1742, -0.0349, -1.3241)
C (-3.6469, 0.4102, -0.2813)
C (-4.9511, 0.4493, -1.0748)
C (-3.7757, -0.4120, 0.9993)
C (-2.7464, -1.2791, -2.5670)
C (-3.2167, -2.5947, -1.9507)
C (-1.6598, -1.5194, -3.6139)
H (3.5059, 1.1520, 4.1929)
H (2.8689, -0.3881, 3.6427)
H (2.1229, 0.4427, 5.0044)
H (2.2540, 1.5907, 2.1703)
H (0.7500, 2.6224, 4.6239)
H (0.8223, 3.4036, 3.0431)
H (2.2869, 3.2294, 4.0108)
H (-1.3101, -1.1267, 3.2704)
H (1.4628, -1.8879, 4.2542)
H (0.9309, -2.2547, 2.6129)
H (0.0553, -2.9041, 4.0030)
H (0.0932, 0.4160, 5.4693)
H (-0.3933, -1.2375, 5.7976)
H (-1.5963, -0.0645, 5.3236)
H (-1.8383, 1.6505, 4.4434)
H (-3.4033, 3.5050, 4.2142)
H (-3.5603, 4.7591, 2.0877)
H (-2.1673, 4.0953, 0.1644)
H (1.0471, 4.5945, 0.4393)
H (3.3683, 5.4138, 0.4831)
H (5.2322, 3.8962, -0.0884)
H (4.7908, 1.5685, -0.7020)
H (4.5212, -0.5140, -0.7184)
H (2.7115, -2.9380, -0.3173)
H (4.4689, -2.9496, -0.4288)
H (3.5241, -2.5154, -1.8423)
H (2.8300, -1.3066, 1.6923)
H (3.8655, 0.1240, 1.5739)
H (4.5816, -1.4867, 1.5797)
H (2.0338, -1.1631, -2.9516)
H (1.6036, 1.8494, -3.2309)
H (0.3405, 0.6213, -3.1740)
H (1.4629, 0.6711, -4.5342)
H (4.1119, 1.0902, -3.0268)
H (3.7671, -0.0149, -4.3474)
H (4.4845, -0.6332, -2.8661)
H (-0.0900, 4.3104, -2.1059)
H (-1.3489, 4.8212, -4.1605)
H (-2.9819, 3.1982, -5.0508)
H (-3.3790, 1.0765, -3.8964)
H (-3.4004, 1.4348, 0.0142)
H (-5.2825, -0.5487, -1.3672)
H (-4.8710, 1.0650, -1.9710)
H (-5.7360, 0.8810, -0.4525)
H (-3.9361, -1.4731, 0.8036)
H (-4.6307, -0.0502, 1.5727)
H (-2.8891, -0.3157, 1.6258)
H (-3.6099, -0.8225, -3.0566)
H (-2.3710, -3.1685, -1.5703)
H (-3.6963, -3.2024, -2.7198)
H (-3.9349, -2.4551, -1.1440)
H (-0.7461, -1.8900, -3.1400)
H (-1.4110, -0.6126, -4.1644)
H (-1.9949, -2.2670, -4.3354)
C (-0.4120, -6.3621, -1.1114)
N (-0.3906, -4.9764, -0.6646)
C (-1.1313, -4.4525, 0.4714)
C (-0.7523, -2.9991, 0.3749)
O (-1.1459, -2.0598, 1.0784)
N (0.1069, -2.7787, -0.6318)
C (0.2728, -3.9777, -1.2453)
N (1.0157, -4.1328, -2.3293)
H (-0.8875, -6.9656, -0.3436)
H (0.6032, -6.7365, -1.2462)
H (-0.9772, -6.4700, -2.0379)
H (-0.8027, -4.8858, 1.4185)
H (-2.2089, -4.5925, 0.3693)
H (1.5141, -3.3411, -2.6981)
H (1.1171, -5.0236, -2.7853)